Model 1:
DFT (ωB97M-V/def2-TZVPD) results for 2 unconnected molecules or ions with the total composition C3H12NO3.

Positions of all 19 atoms, in Å:
1 C -0.51619 -0.91554 -1.09942
2 O 0.25376 -1.97056 -1.66241
3 C 0.47160 0.16110 -0.73316
4 C -0.04072 1.34257 0.09015
5 O 1.18644 2.04663 0.42510
6 N 1.57815 -0.47124 0.18451
7 H -0.87262 -1.37994 -0.16021
8 H -1.46475 -0.64720 -1.51210
9 H -0.28688 -2.76757 -1.77500
10 H 0.93607 0.52228 -1.65528
11 H -0.69866 2.05629 -0.43132
12 H -0.43706 0.95446 1.01756
13 H 1.24691 2.92627 0.05190
14 H 2.24568 0.29418 0.33709
15 H 1.21703 -0.95413 0.99976
16 H 2.03096 -1.11802 -0.46034
17 H -2.58087 0.74605 1.88819
18 H -1.98086 -0.66679 2.62051
19 O -2.28801 -0.15884 1.87446

Computed properties:
charge: +1
M: 110.13 g mol⁻¹
gap between HOMO and LUMO: 11.54 eV

***

Model 2:
DFT (ωB97M-V/def2-TZVPD) results for 2 unconnected molecules or ions with the total composition C3H12NO3.

Positions of all 19 atoms, in Å:
1 C 0.09065 1.47625 0.47607
2 O -0.30044 1.75015 1.79356
3 C -0.74454 0.27102 0.10474
4 C -0.41765 -0.31254 -1.36255
5 O -1.09568 -1.58359 -1.24802
6 N -0.69725 -0.83344 1.04397
7 H 1.14614 1.26587 0.50830
8 H 0.03893 2.39244 -0.14345
9 H -0.98347 2.49060 1.73230
10 H -1.82663 0.53853 0.13963
11 H -0.98289 0.15237 -2.19583
12 H 0.67675 -0.43978 -1.52867
13 H -0.63580 -2.18240 -1.88949
14 H -0.34856 -1.65947 0.68017
15 H -0.15593 -0.70286 2.00017
16 H -1.66727 -0.95021 1.24451
17 H 3.12320 -1.28381 -0.97857
18 H 3.19020 0.27537 -1.00446
19 O 2.61304 -0.50043 -0.69327

Computed properties:
charge: +1
M: 110.13 g mol⁻¹
gap between HOMO and LUMO: 11.44 eV

***

Last place for stability: model 2

***

Model 1:
DFT (ωB97M-V/def2-TZVPD) results for 2 unconnected molecules or ions with the total composition C5H14O.

Positions of all 20 atoms, in Å:
1 C 0.08692 0.50069 -0.34612
2 C 1.05986 1.59307 -0.66365
3 C 1.73582 1.40171 -2.02203
4 O 0.30457 2.81810 -0.67887
5 H -0.37903 0.11679 -1.25602
6 H -0.78712 0.83071 0.23339
7 H 0.41866 -0.24870 0.35420
8 H 1.84458 1.69085 0.09763
9 H 1.00782 1.05382 -2.75726
10 H 2.18718 2.30819 -2.41470
11 H 2.50290 0.63254 -1.89618
12 H 0.88946 3.58752 -0.72289
13 C -1.30632 -2.58878 0.95693
14 C -1.34760 -1.51983 2.09905
15 H -1.80389 -3.46086 1.27218
16 H -1.86895 -2.24508 0.09100
17 H -0.28081 -2.74135 0.64539
18 H -1.95765 -1.85687 2.93713
19 H -0.37466 -1.15228 2.40717
20 H -1.93174 -0.72023 1.66364

Computed properties:
charge: 0
M: 90.17 g mol⁻¹
structure (SMILES): CC(C)O.CC
gap between HOMO and LUMO: 11.11 eV

***

Model 2:
DFT (ωB97M-V/def2-TZVPD) results for 2 unconnected molecules or ions with the total composition C5H14O.

Positions of all 20 atoms, in Å:
1 C -0.12823 -0.53711 -0.91080
2 C -0.00527 -0.24315 0.61862
3 C -1.12594 -1.03355 1.31838
4 C 1.35559 -0.55105 1.14892
5 C -0.28081 1.24821 0.85950
6 H 0.60375 0.08297 -1.45514
7 H -1.13946 -0.28825 -1.27425
8 H 0.07457 -1.59812 -1.13384
9 H -0.89673 -0.78800 2.36898
10 H -1.12464 -2.13073 1.20517
11 H -2.13499 -0.65658 1.08106
12 H 2.06920 0.28839 1.09688
13 H 1.80526 -1.42647 0.65088
14 H 1.18217 -0.80014 2.20934
15 H 0.41569 1.75364 0.16954
16 H -0.09166 1.61574 1.88211
17 H -1.31276 1.51446 0.57522
18 O 0.47906 1.47398 -3.32354
19 H 0.56140 0.50421 -3.17852
20 H -0.30618 1.57151 -3.90847

Computed properties:
charge: 0
M: 90.17 g mol⁻¹
structure (SMILES): CC(C)(C)C.O
gap between HOMO and LUMO: 11.51 eV

***

Model 3:
DFT (ωB97M-V/def2-TZVPD) results for 2 unconnected molecules or ions with the total composition C5H14O.

Positions of all 20 atoms, in Å:
1 C 1.94438 1.42671 1.19162
2 C 0.48187 1.54437 1.38784
3 C -0.16680 1.94631 -0.02952
4 H 2.39363 1.98920 0.40900
5 H 2.55813 1.78564 2.02569
6 H 2.17662 0.37129 1.10351
7 H 0.15103 2.25183 2.13124
8 H 0.04177 0.46361 1.49809
9 H 0.18410 2.91207 -0.50612
10 H -1.21096 2.20237 -0.11561
11 H 0.01732 1.19005 -0.73935
12 C -1.04542 -2.30174 -1.77189
13 C -1.23910 -1.86964 -0.38933
14 O -0.03787 -2.11306 0.37153
15 H -0.33766 -1.61676 -2.15584
16 H -2.00606 -2.26326 -2.33335
17 H -0.72143 -3.30216 -2.15004
18 H -1.68781 -0.84859 -0.37317
19 H -1.95451 -2.46659 0.10671
20 H 0.45875 -1.30165 0.33900

Computed properties:
charge: 0
M: 90.17 g mol⁻¹
structure (SMILES): CCC.CCO
gap between HOMO and LUMO: 11.38 eV

***

Model 4:
DFT (ωB97M-V/def2-TZVPD) results for 2 unconnected molecules or ions with the total composition C5H14O.

Positions of all 20 atoms, in Å:
1 C 1.56985 -0.84525 -0.54763
2 C 1.40192 -0.89578 0.96635
3 C -0.00391 -1.33694 1.36180
4 O 2.27439 -1.91735 1.49806
5 H 1.71863 -1.82730 -1.00322
6 H 2.37075 -0.23844 -0.95997
7 H 0.64197 -0.53986 -0.97835
8 H 1.73978 -0.00786 1.50223
9 H 0.10918 -2.13080 2.09044
10 H -0.53823 -0.59569 1.96689
11 H -0.72370 -1.65681 0.61516
12 H 3.18633 -1.65836 1.62147
13 C -1.85477 2.19147 -1.52963
14 C -1.58116 1.18742 -0.43398
15 H -1.47852 1.91603 -2.52810
16 H -2.87883 2.30823 -1.89778
17 H -1.40687 3.16383 -1.33001
18 H -0.52856 0.95503 -0.44467
19 H -2.18733 0.28494 -0.49547
20 H -1.83092 1.64349 0.52642

Computed properties:
charge: 0
M: 90.17 g mol⁻¹
structure (SMILES): CC(C)O.CC
gap between HOMO and LUMO: 11.12 eV

***

Last place for stability: model 3

***

Model 1:
DFT (ωB97M-V/def2-TZVPD) results for 4 unconnected molecules or ions with the total composition C2H12NO3.

Positions of all 18 atoms, in Å:
1 C 0.94495 -0.36849 -1.35906
2 C -1.36716 -0.72078 -0.45731
3 N -0.47242 -0.09183 -1.29520
4 H 1.24864 -0.35163 -2.40846
5 H 1.11991 -1.34366 -0.91984
6 H 1.53245 0.37855 -0.81762
7 H -0.97820 -1.50785 0.16903
8 H -2.40009 -0.62870 -0.75360
9 H -0.84766 0.58388 -1.94374
10 H 4.65478 1.96193 2.30030
11 H 4.20560 0.54658 2.16310
12 O 3.85722 1.44640 2.13183
13 H -5.35758 -0.08646 -1.04827
14 H -4.77995 0.09464 -2.44300
15 O -4.52946 -0.14404 -1.54208
16 H 0.51245 -0.32891 3.14594
17 H 1.74054 0.46725 2.70674
18 O 0.91596 0.09312 2.37125

Computed properties:
charge: 0
M: 98.12 g mol⁻¹
gap between HOMO and LUMO (spin up / spin down): 5.78 / 9.91 eV
expectation value of S²: 0.753
spin multiplicity: 2

***

Model 2:
DFT (ωB97M-V/def2-TZVPD) results for 3 unconnected molecules or ions with the total composition C2H12NO3.

Positions of all 18 atoms, in Å:
1 C -1.33953 -1.14615 1.52421
2 O -0.05110 -1.08323 2.17283
3 C -1.25636 0.02746 0.53038
4 N 0.04640 -0.00164 -0.21852
5 H -2.09122 -0.86207 2.19400
6 H -1.51075 -2.09426 1.04736
7 H -0.14763 -1.02387 3.19128
8 H -2.03663 -0.10052 -0.33100
9 H -1.51610 0.93544 0.92771
10 H 0.17169 -0.81626 -0.77748
11 H 0.96402 -0.17739 0.35080
12 H 0.09334 0.96012 -0.62289
13 H -0.51618 3.20582 -2.53699
14 H 0.51946 3.61850 -1.36936
15 O -0.01348 2.86391 -1.71793
16 H 2.42340 -1.94334 -1.86983
17 H 2.69169 -0.46850 -1.98718
18 O 2.09027 -1.09444 -1.58168

Computed properties:
charge: 0
M: 98.12 g mol⁻¹
gap between HOMO and LUMO (spin up / spin down): 3.30 / 11.63 eV
expectation value of S²: 0.750
spin multiplicity: 2

***

Last place for stability: model 2

***

Model 1:
DFT (ωB97M-V/def2-TZVPD) results for 2 unconnected molecules or ions with the total composition CH6OP2.

Positions of all 10 atoms, in Å:
1 P 3.03182 0.73104 -0.35370
2 P 1.65936 -0.77580 -0.12584
3 H 2.29243 1.45137 0.62130
4 H 0.81111 -0.56061 0.86320
5 H 1.09040 -1.18856 -1.39237
6 H 2.29167 -2.06603 0.03675
7 C -2.26297 1.06512 -0.11604
8 O -1.16742 0.57512 0.11678
9 H -2.91788 1.48885 0.63916
10 H -2.79721 0.94671 -1.00558

Computed properties:
charge: 0
M: 96.01 g mol⁻¹
structure (SMILES): P=[PH3].C=O
gap between HOMO and LUMO: 7.23 eV

***

Model 2:
DFT (ωB97M-V/def2-TZVPD) results for 2 unconnected molecules or ions with the total composition CH6OP2.

Positions of all 10 atoms, in Å:
1 C 0.80210 -1.32503 -0.07179
2 O -1.56867 0.69403 -1.98070
3 P 0.25247 1.76263 0.98028
4 P -0.45921 -0.08311 0.00313
5 H 0.99568 -1.73093 0.92327
6 H 0.38488 -2.14925 -0.70510
7 H 1.64412 -0.79919 -0.64550
8 H -1.09543 1.90943 1.03189
9 H 0.28146 2.45631 -0.42904
10 H -1.23739 -0.73488 0.89355

Computed properties:
charge: 0
M: 96.01 g mol⁻¹
gap between HOMO and LUMO (spin up / spin down): 8.40 / 8.21 eV

***

Model 3:
DFT (ωB97M-V/def2-TZVPD) results for CH6OP2 in the gas phase.

Positions of all 10 atoms, in Å:
1 O -1.27133 -0.83445 0.08759
2 C -1.16731 0.53559 0.10359
3 P 0.97486 1.18545 -0.10927
4 P 1.98774 -0.69777 0.05321
5 H -1.27595 -1.15620 -0.81973
6 H -1.67455 1.04277 -0.70937
7 H -1.44087 0.91385 1.08291
8 H 1.11217 1.46789 1.24981
9 H 0.87830 -1.47408 0.37301
10 H 1.87693 -0.98303 -1.31176

Computed properties:
charge: 0
M: 96.01 g mol⁻¹
structure (SMILES): OC[PH]#[PH2]
gap between HOMO and LUMO: 9.52 eV

***

Last place for stability: model 2

***

Model 1:
DFT (ωB97M-V/def2-TZVPD) results for a molecular structure, C21H20Cl2N5O3Sr.

Positions of all 52 atoms, in Å:
1 Sr 10.59312 10.06903 12.92273
2 O 8.43126 8.31829 19.60075
3 C 9.52091 9.26663 19.53727
4 C 9.71586 9.57619 18.10926
5 C 10.54301 10.64034 17.68860
6 C 10.67623 10.87316 16.34671
7 N 10.13309 10.03839 15.41056
8 C 9.23509 9.06422 15.79067
9 C 9.07803 8.77913 17.15090
10 C 8.54683 8.22981 14.79750
11 C 7.70937 7.18954 15.21257
12 C 7.29411 6.25093 14.29112
13 C 6.54080 5.00116 14.76088
14 O 6.56300 5.04555 16.19661
15 C 7.55130 6.49136 12.93777
16 C 8.37252 7.53379 12.60835
17 N 8.93611 8.36966 13.50265
18 H 8.25208 8.15480 20.56203
19 H 10.48110 8.78503 20.01750
20 H 9.33718 10.16320 20.12937
21 H 11.04147 11.23917 18.46026
22 H 11.26989 11.65418 15.91812
23 H 8.46914 7.90291 17.48461
24 H 7.53782 7.06068 16.28636
25 H 7.09669 4.13037 14.36144
26 H 5.53613 5.03174 14.36873
27 H 6.09392 4.25627 16.55510
28 H 7.19022 5.79868 12.16108
29 H 8.62235 7.67096 11.52922
30 Cl 15.61043 10.78187 12.55179
31 C 14.67331 10.77402 11.14670
32 C 15.28646 10.67591 9.92030
33 C 14.55806 10.58336 8.74127
34 Cl 15.32222 10.65934 7.21825
35 C 13.12880 10.56248 8.79173
36 C 12.23644 10.45905 7.70915
37 C 10.84905 10.26118 7.90378
38 C 10.34641 10.12095 9.19477
39 N 11.11254 10.30563 10.26751
40 C 12.46091 10.56910 10.08400
41 C 13.24251 10.71550 11.29249
42 O 12.69759 10.92917 12.44485
43 H 16.39502 10.70961 9.84120
44 H 12.59389 10.63289 6.71726
45 H 10.10704 10.31434 7.10272
46 H 9.26395 9.91104 9.33543
47 N 8.59604 12.15284 12.23164
48 N 9.52512 12.49156 13.26281
49 H 8.72052 12.78547 11.43490
50 H 7.61012 12.35322 12.54845
51 H 9.07194 12.50542 14.17913
52 H 9.92474 13.40152 13.09627

Computed properties:
charge: +1
M: 548.95 g mol⁻¹
gap between HOMO and LUMO: 5.47 eV

***

Model 2:
DFT (ωB97M-V/def2-TZVPD) results for a molecular structure, C21H20Cl2N5O3Sr.

Positions of all 52 atoms, in Å:
1 Sr -8.55174 -9.85941 11.24933
2 O -14.03840 -12.49163 15.47157
3 C -13.71284 -11.12592 15.54895
4 C -12.45543 -10.88650 14.76192
5 C -11.63620 -9.81323 15.03118
6 C -10.57590 -9.58168 14.21648
7 N -10.37480 -10.23846 13.08131
8 C -11.02865 -11.42802 12.92327
9 C -12.01520 -11.80230 13.83925
10 C -10.60839 -12.27516 11.85580
11 C -11.20812 -13.53375 11.85350
12 C -10.90947 -14.37943 10.79764
13 C -11.83655 -15.62864 10.68991
14 O -12.50301 -15.94890 11.91852
15 C -9.77964 -14.16332 10.01034
16 C -9.34394 -12.89789 10.00647
17 N -9.67587 -11.94466 10.93413
18 H -14.86573 -12.59845 16.00877
19 H -13.58956 -10.77864 16.55938
20 H -14.44566 -10.42775 15.09866
21 H -11.82191 -9.21383 15.89896
22 H -9.94488 -8.73189 14.39596
23 H -12.64117 -12.63891 13.61017
24 H -11.83400 -13.91595 12.67478
25 H -11.15379 -16.45455 10.33016
26 H -12.66846 -15.51212 9.93161
27 H -11.86575 -16.43970 12.52126
28 H -9.40494 -14.98694 9.40551
29 H -8.67100 -12.54965 9.23768
30 Cl -4.88986 -11.35628 14.94301
31 C -4.48058 -11.09531 13.36072
32 C -3.21403 -11.57290 12.95726
33 C -2.83204 -11.37727 11.60353
34 Cl -1.17336 -11.55118 11.21046
35 C -3.71146 -10.94398 10.59283
36 C -3.39790 -10.88738 9.21251
37 C -4.45019 -10.76352 8.32334
38 C -5.73415 -10.49775 8.78134
39 N -6.01808 -10.35782 10.10696
40 C -5.04601 -10.69539 11.01528
41 C -5.42286 -10.57562 12.41257
42 O -6.59376 -10.17095 12.65131
43 H -2.52830 -11.97596 13.68752
44 H -2.34664 -10.95906 8.93236
45 H -4.27671 -10.72787 7.22229
46 H -6.59291 -10.30754 8.10853
47 N -8.99737 -7.11023 10.99669
48 N -8.20285 -7.63134 9.85589
49 H -9.71119 -6.42140 10.67368
50 H -8.29668 -6.64168 11.61782
51 H -7.22175 -7.72400 10.18949
52 H -8.16183 -7.00199 9.03502

Computed properties:
charge: +1
M: 548.95 g mol⁻¹
gap between HOMO and LUMO: 5.48 eV

***

Last place for stability: model 2